C3H6N2O | the ωB97M-V functional and the def2-TZVPD basis

As for the SMILES: [H]/N=C\O.CC#N. Its energy above the lowest of the compared OMol25 structures with the same formula, charge and spin is 58.6 kcal/mol. As for the molar mass: 86.094 g/mol. As for the HOMO energy: -9.131 eV. For the lowest unoccupied orbital energy, the calculation gives 0.52 eV.

The geometry in ORCA input format:
```
! wB97M-V def2-TZVPD RIJCOSX def2/J DEFGRID3
* xyz 0 1
H -1.736 0.091 0.288
N -0.832 0.079 -0.190
C -0.790 0.568 -1.380
O -1.832 0.737 -2.193
H 0.138 0.914 -1.809
H -2.643 0.381 -1.809
C 1.208 -0.440 1.660
C 1.133 -0.486 0.195
N 1.719 -0.560 -0.831
H 0.531 0.343 2.014
H 2.228 -0.227 1.974
H 0.876 -1.400 2.080
*
```

Löwdin atomic charge list, values in e, 8 entries: atom 1 (H): 0.0903, atom 2 (N): 0.0717, atom 3 (C): -0.2944, atom 4 (O): 0.0677, atom 5 (H): 0.1150, atom 6 (H): 0.1128, atom 7 (C): -0.0866, atom 8 (C): -0.4005

***

C3H6N2O | the ωB97M-V functional and the def2-TZVPD basis

As for the SMILES: N[C@@]1([O-])[C@H]2C[N@H+]21. Its energy above the lowest of the compared OMol25 structures with the same formula, charge and spin is 97.4 kcal/mol. As for the molar mass: 86.094 g/mol. As for the HOMO energy: -9.016 eV. For the lowest unoccupied orbital energy, the calculation gives 0.86 eV.

The geometry in ORCA input format:
```
! wB97M-V def2-TZVPD RIJCOSX def2/J DEFGRID3
* xyz 0 1
N 1.781 0.241 -0.406
C 0.755 0.470 0.483
O 0.933 0.507 1.720
C -0.632 0.748 0.011
C -1.255 -0.357 -0.754
N -0.607 -0.696 0.482
H 2.470 -0.381 -0.006
H 1.521 -0.004 -1.351
H -1.278 1.426 0.573
H -0.760 -0.744 -1.652
H -2.340 -0.375 -0.806
H -0.508 -0.563 1.530
*
```

Löwdin atomic charge list, values in e, 8 entries: atom 1 (N): 0.1515, atom 2 (C): -0.6347, atom 3 (O): -0.0453, atom 4 (C): -0.1145, atom 5 (C): -0.0958, atom 6 (N): 0.0218, atom 7 (H): 0.1055, atom 8 (H): 0.0898

***

C3H6N2O | the ωB97M-V functional and the def2-TZVPD basis

As for the SMILES: N#C[C@H](O)CN. Its energy above the lowest of the compared OMol25 structures with the same formula, charge and spin is 34.2 kcal/mol. As for the molar mass: 86.094 g/mol. As for the HOMO energy: -10.725 eV. For the lowest unoccupied orbital energy, the calculation gives 0.56 eV.

The geometry in ORCA input format:
```
! wB97M-V def2-TZVPD RIJCOSX def2/J DEFGRID3
* xyz 0 1
N 2.383 0.149 -1.992
C 1.727 0.303 -1.052
C 0.836 0.480 0.121
O 1.227 -0.372 1.151
C -0.652 0.206 -0.326
N -1.296 -0.684 0.630
H 0.931 1.526 0.446
H 0.419 -0.895 1.345
H -0.645 -0.265 -1.311
H -1.177 1.161 -0.427
H -1.937 -0.203 1.249
H -1.795 -1.434 0.170
*
```

Löwdin atomic charge list, values in e, 8 entries: atom 1 (N): 0.1496, atom 2 (C): -0.1636, atom 3 (C): -0.3775, atom 4 (O): -0.0365, atom 5 (C): -0.1895, atom 6 (N): -0.0032, atom 7 (H): 0.1400, atom 8 (H): 0.0709

***

C3H6N2O | the ωB97M-V functional and the def2-TZVPD basis

As for the SMILES: N#C[C@H]1CN1.O. Its energy above the lowest of the compared OMol25 structures with the same formula, charge and spin is 64.5 kcal/mol. As for the molar mass: 86.094 g/mol. As for the HOMO energy: -10.787 eV. For the lowest unoccupied orbital energy, the calculation gives 0.57 eV.

The geometry in ORCA input format:
```
! wB97M-V def2-TZVPD RIJCOSX def2/J DEFGRID3
* xyz 0 1
N 2.467 0.296 -0.986
C 1.408 0.370 -0.518
C 0.015 0.674 -0.179
C -0.992 0.129 -1.113
N -1.013 -0.319 0.259
H -0.063 1.653 0.282
H -0.634 -0.651 -1.779
H -1.766 0.787 -1.476
H -1.757 0.150 0.782
O 0.954 -0.747 1.889
H 0.085 -0.918 1.481
H 1.534 -1.308 1.361
*
```

Löwdin atomic charge list, values in e, 8 entries: atom 1 (N): 0.1603, atom 2 (C): -0.1948, atom 3 (C): -0.2795, atom 4 (C): -0.1247, atom 5 (N): 0.0006, atom 6 (H): 0.1489, atom 7 (H): 0.1200, atom 8 (H): 0.1123

***

C3H6N2O | the ωB97M-V functional and the def2-TZVPD basis

As for the SMILES: C=CC(=O)NN. Its energy above the lowest of the compared OMol25 structures with the same formula, charge and spin is 101.3 kcal/mol. As for the molar mass: 86.094 g/mol. As for the HOMO energy: -9.371 eV. For the lowest unoccupied orbital energy, the calculation gives 0.22 eV.

The geometry in ORCA input format:
```
! wB97M-V def2-TZVPD RIJCOSX def2/J DEFGRID3
* xyz 0 1
C -1.787 -0.931 -0.166
C -0.452 -1.028 0.163
C 0.801 -0.284 -0.014
O 1.866 -0.813 -0.021
N 0.551 1.060 -0.280
N -0.572 1.673 0.295
H -2.385 -2.000 -0.175
H -2.380 0.078 -0.618
H -0.261 -2.034 0.686
H 1.406 1.582 0.011
H -1.214 2.135 -0.619
H -1.322 1.066 0.885
*
```

Löwdin atomic charge list, values in e, 8 entries: atom 1 (C): -0.0329, atom 2 (C): -0.1333, atom 3 (C): -0.5480, atom 4 (O): 0.1009, atom 5 (N): -0.0572, atom 6 (N): -0.0956, atom 7 (H): 0.1084, atom 8 (H): 0.1082

***

C3H6N2O | the ωB97M-V functional and the def2-TZVPD basis

As for the SMILES: [H]/N=C(/C=O)NC. Its energy above the lowest of the compared OMol25 structures with the same formula, charge and spin is 29.8 kcal/mol. As for the molar mass: 86.094 g/mol. As for the HOMO energy: -9.528 eV. For the lowest unoccupied orbital energy, the calculation gives 0.47 eV.

The geometry in ORCA input format:
```
! wB97M-V def2-TZVPD RIJCOSX def2/J DEFGRID3
* xyz 0 1
H -1.406 -0.125 -1.358
N -0.493 0.254 -1.602
C 0.332 0.245 -0.622
C 1.668 0.823 -1.032
O 2.646 0.964 -0.339
N 0.153 -0.199 0.651
C -1.114 -0.726 1.115
H 1.602 1.108 -2.098
H 0.915 -0.088 1.302
H -1.920 0.019 1.052
H -1.018 -1.027 2.160
H -1.422 -1.610 0.540
*
```

Löwdin atomic charge list, values in e, 8 entries: atom 1 (H): 0.0376, atom 2 (N): 0.1364, atom 3 (C): -0.4377, atom 4 (C): -0.1992, atom 5 (O): 0.0646, atom 6 (N): -0.0122, atom 7 (C): -0.0935, atom 8 (H): 0.1155

***

C3H6N2O | the ωB97M-V functional and the def2-TZVPD basis

As for the SMILES: NC(=O)[C@H]1CN1. Its energy above the lowest of the compared OMol25 structures with the same formula, charge and spin is 39.2 kcal/mol. As for the molar mass: 86.094 g/mol. As for the HOMO energy: -9.575 eV. For the lowest unoccupied orbital energy, the calculation gives 0.94 eV.

The geometry in ORCA input format:
```
! wB97M-V def2-TZVPD RIJCOSX def2/J DEFGRID3
* xyz 0 1
N -0.706 -0.489 -1.555
C -1.209 -0.144 -0.326
O -2.376 0.164 -0.163
C -0.217 0.120 0.763
C 1.221 -0.253 0.820
N 0.810 0.932 0.109
H -1.388 -0.847 -2.206
H 0.278 -0.585 -1.743
H -0.653 0.457 1.709
H 1.592 -1.083 0.222
H 1.730 -0.071 1.765
H 0.919 1.799 0.605
*
```

Löwdin atomic charge list, values in e, 8 entries: atom 1 (N): 0.1551, atom 2 (C): -0.5149, atom 3 (O): 0.0471, atom 4 (C): -0.2204, atom 5 (C): -0.1300, atom 6 (N): 0.0116, atom 7 (H): 0.1076, atom 8 (H): 0.0906

***

C3H6N2O | the ωB97M-V functional and the def2-TZVPD basis

As for the SMILES: C=CN(N)C=O. Its energy above the lowest of the compared OMol25 structures with the same formula, charge and spin is 60.0 kcal/mol. As for the molar mass: 86.094 g/mol. As for the HOMO energy: -8.820 eV. For the lowest unoccupied orbital energy, the calculation gives 0.85 eV.

The geometry in ORCA input format:
```
! wB97M-V def2-TZVPD RIJCOSX def2/J DEFGRID3
* xyz 0 1
C 2.057 -0.789 -0.060
C 0.720 -0.793 0.132
N -0.016 0.355 0.067
N 0.352 1.632 0.052
C -1.398 0.163 -0.118
O -1.980 -0.885 -0.011
H 2.705 0.124 -0.467
H 2.573 -1.734 -0.155
H 0.163 -1.694 0.275
H 0.826 1.866 0.895
H 0.853 1.934 -0.783
H -1.901 1.187 -0.236
*
```

Löwdin atomic charge list, values in e, 8 entries: atom 1 (C): -0.0019, atom 2 (C): -0.1686, atom 3 (N): -0.2212, atom 4 (N): 0.0587, atom 5 (C): -0.2819, atom 6 (O): 0.0371, atom 7 (H): 0.0894, atom 8 (H): 0.0304

***

C3H6N2O | the ωB97M-V functional and the def2-TZVPD basis

As for the SMILES: c1c[nH]cn1.O. Its energy above the lowest of the compared OMol25 structures with the same formula, charge and spin is 39.4 kcal/mol. As for the molar mass: 86.094 g/mol. As for the HOMO energy: -9.036 eV. For the lowest unoccupied orbital energy, the calculation gives 0.74 eV.

The geometry in ORCA input format:
```
! wB97M-V def2-TZVPD RIJCOSX def2/J DEFGRID3
* xyz 0 1
C 0.541 -0.642 -0.828
C 1.162 0.553 -0.675
N 0.167 1.490 -0.471
C -0.992 0.875 -0.823
N -0.797 -0.369 -1.148
H 0.691 -1.689 -0.703
H 2.148 0.965 -0.756
H 0.241 2.452 -0.208
H -1.982 1.273 -0.678
O -0.224 -1.661 2.842
H 0.140 -1.276 2.041
H 0.347 -1.416 3.577
*
```

Löwdin atomic charge list, values in e, 8 entries: atom 1 (C): -0.1512, atom 2 (C): -0.1231, atom 3 (N): 0.0384, atom 4 (C): -0.2323, atom 5 (N): 0.0399, atom 6 (H): 0.0907, atom 7 (H): 0.1003, atom 8 (H): 0.1392

***

What did we get for F_max? Answer: 4.5 2.0 1.1 1.4 5.6 0.7 0.8 4.5 2.5 eV Å⁻¹, in the order shown.